Molecular formula: C46H42FGeN3O5W
Method: DFT, ωB97M-V/def2-TZVPD

The geometry in ORCA input format:
```
! RIJCOSX wB97M-V def2-TZVPD def2/J DEFGRID3
* xyz 2 3
W 0.737 2.718 0.324
F -1.785 -3.200 -1.106
C -0.509 -2.839 -1.295
C -0.111 -1.619 -0.851
C 1.202 -1.195 -1.095
C 1.658 0.091 -0.673
O 0.850 0.859 -0.042
C 2.947 0.477 -0.938
C 3.774 -0.412 -1.600
N 3.393 -1.615 -1.990
C 4.344 -2.482 -2.693
C 5.770 -2.515 -2.245
C 4.880 -3.690 -1.981
C 2.093 -2.045 -1.768
C 1.659 -3.312 -2.184
C 0.369 -3.724 -1.966
N -0.010 -5.018 -2.409
C -0.014 -5.221 -3.867
C 0.193 -6.726 -4.163
N 0.151 -7.466 -2.857
C -1.135 -7.177 -2.136
C -1.180 -5.666 -1.799
C 3.506 1.821 -0.544
O 4.689 1.995 -0.487
O 2.575 2.732 -0.349
H -0.810 -0.980 -0.319
H 4.793 -0.128 -1.830
H 4.139 -2.553 -3.751
H 6.062 -1.914 -1.393
H 6.523 -2.589 -3.017
H 4.562 -3.843 -0.957
H 5.025 -4.595 -2.557
H 2.349 -3.990 -2.666
H 0.786 -4.645 -4.319
H -0.956 -4.879 -4.303
H 1.149 -6.934 -4.635
H -0.598 -7.128 -4.790
H 0.908 -7.100 -2.276
H 0.292 -8.466 -2.990
H -1.174 -7.798 -1.246
H -1.944 -7.471 -2.798
H -1.141 -5.527 -0.723
H -2.120 -5.251 -2.159
C 1.360 2.712 2.328
C 1.664 2.751 3.510
C 1.983 2.789 4.904
C 3.075 3.526 5.367
C 3.341 3.585 6.724
C 2.525 2.912 7.626
C 1.442 2.169 7.170
C 1.168 2.107 5.814
H 3.704 4.049 4.658
H 4.188 4.156 7.082
H 2.732 2.969 8.687
H 0.811 1.640 7.873
H 0.323 1.536 5.448
O -1.225 5.304 -0.872
C -0.092 4.952 -0.856
O 0.568 4.580 0.335
C 0.687 4.505 -2.047
C 0.290 3.000 -1.959
Ge -1.818 2.279 0.331
C -2.386 3.631 1.600
C -3.247 4.693 1.293
C -3.570 5.617 2.266
C -3.000 5.526 3.538
C -2.152 4.474 3.855
C -1.837 3.533 2.890
C -2.880 2.100 -1.271
C -3.087 0.830 -1.814
C -3.804 0.666 -2.993
C -4.312 1.775 -3.655
C -4.092 3.045 -3.141
C -3.369 3.210 -1.965
C -2.057 0.585 1.352
C -3.321 -0.010 1.323
C -3.577 -1.174 2.040
C -2.575 -1.759 2.803
C -1.321 -1.161 2.863
C -1.065 0.001 2.142
H 1.751 4.638 -1.900
H 0.348 5.043 -2.926
H 1.008 2.374 -2.492
H -0.693 2.879 -2.394
H -3.688 4.781 0.312
H -4.258 6.420 2.036
H -3.218 6.284 4.280
H -1.731 4.390 4.850
H -1.204 2.698 3.152
H -2.704 -0.047 -1.307
H -3.970 -0.328 -3.393
H -4.869 1.650 -4.576
H -4.477 3.914 -3.661
H -3.173 4.209 -1.606
H -4.121 0.445 0.753
H -4.566 -1.618 2.005
H -2.774 -2.665 3.362
H -0.541 -1.593 3.480
H -0.083 0.446 2.220
*
```

The maximum force comes out at 0.073 Eh/bohr. The total energy is -4561.79586 hartree.

Atomic partial charges in e from the Mulliken method, atoms 1 to 6: atom 1 (W): 1.77, atom 2 (F): -0.36, atom 3 (C): 0.36, atom 4 (C): 0.44, atom 5 (C): 0.14, atom 6 (C): 0.90

---

Molecular formula: C46H43BrClN13O6S2Sn
Method: DFT, ωB97M-V/def2-TZVPD

The geometry in ORCA input format:
```
! RIJCOSX wB97M-V def2-TZVPD def2/J DEFGRID3
* xyz 0 1
Sn -0.362 -0.245 -0.457
Br -13.573 -2.120 -2.406
C -11.729 -1.837 -2.081
C -11.176 -0.590 -2.338
C -9.829 -0.381 -2.103
C -9.038 -1.415 -1.616
C -9.604 -2.657 -1.374
C -10.955 -2.877 -1.600
N -7.627 -1.297 -1.355
N -7.197 -0.129 -1.449
C -5.822 0.072 -1.250
C -5.394 1.347 -1.551
C -4.062 1.756 -1.487
C -3.074 0.861 -1.105
O -1.817 1.178 -1.045
C -3.512 -0.473 -0.747
N -2.522 -1.305 -0.355
C -2.791 -2.535 0.021
C -4.111 -3.007 0.061
C -5.131 -2.190 -0.344
C -4.859 -0.878 -0.799
H -11.797 0.209 -2.719
H -9.380 0.583 -2.295
H -8.969 -3.453 -1.007
H -11.399 -3.843 -1.404
H -6.155 2.048 -1.871
H -3.772 2.767 -1.740
H -1.953 -3.154 0.319
H -4.310 -4.009 0.417
H -6.155 -2.535 -0.326
O 4.580 3.542 2.174
C 4.972 2.297 2.438
O 5.881 2.067 3.192
C 4.223 1.201 1.754
C 4.662 -0.100 1.635
Cl 6.187 -0.712 2.067
N 3.704 -0.820 0.995
N 2.636 -0.038 0.712
C 2.937 1.158 1.153
C 1.966 2.289 1.018
O 2.413 3.409 0.726
O 0.688 1.932 0.474
C 3.636 -2.199 0.599
C 2.697 -2.534 -0.370
C 2.564 -3.848 -0.780
C 3.365 -4.842 -0.233
C 4.299 -4.499 0.730
C 4.442 -3.184 1.152
H 3.827 3.556 1.520
H 2.074 -1.763 -0.794
H 1.819 -4.092 -1.527
H 3.254 -5.871 -0.547
H 4.927 -5.259 1.175
H 5.160 -2.957 1.922
N 1.393 -1.667 -4.956
C 0.492 -2.694 -5.094
C -0.484 -2.442 -4.177
N -0.209 -1.286 -3.487
C 0.925 -0.849 -3.975
C 1.581 0.381 -3.544
N 1.358 0.975 -2.404
C 2.095 2.134 -2.424
C 2.792 2.221 -3.591
N 2.459 1.091 -4.302
H 2.267 -1.589 -5.447
H 0.633 -3.490 -5.802
H -1.374 -3.014 -3.978
H 2.092 2.813 -1.588
H 3.473 2.959 -3.972
H 2.756 0.885 -5.240
C -1.892 -5.205 3.978
C -2.442 -3.946 4.637
C -1.904 -2.661 4.031
N -0.496 -2.436 4.332
C 0.487 -2.482 3.441
S 0.404 -3.194 1.935
N 1.718 -1.960 3.825
C 2.234 -1.214 4.884
O 3.436 -1.072 4.924
C 1.383 -0.606 5.960
C 0.199 0.086 5.716
C -0.454 0.734 6.757
C 0.068 0.690 8.041
C 1.257 0.009 8.284
C 1.919 -0.622 7.247
H -2.324 -6.098 4.430
H -0.807 -5.263 4.076
H -2.118 -5.217 2.910
H -2.213 -3.955 5.707
H -3.531 -3.920 4.551
H -2.456 -1.801 4.418
H -2.007 -2.663 2.945
H -0.301 -1.985 5.213
H 2.446 -2.192 3.159
H -0.206 0.154 4.712
H -1.366 1.280 6.553
H -0.441 1.195 8.850
H 1.675 -0.014 9.281
H 2.860 -1.129 7.415
C 1.161 3.482 3.376
N 1.072 2.273 2.565
C -0.118 2.045 1.673
S -0.963 0.492 2.012
N -1.029 3.118 1.667
C -0.713 4.358 0.957
H 1.884 3.317 4.173
H 0.188 3.730 3.796
H 1.506 4.299 2.741
H 1.242 1.425 3.098
H -1.953 2.765 1.475
H 0.318 4.350 0.611
H -0.853 5.223 1.609
H -1.357 4.471 0.084
*
```

The maximum force comes out at 0.011 Eh/bohr. The total energy is -6986.98486 hartree.

Atomic partial charges in e from the Mulliken method, atoms 1 to 6: atom 1 (Sn): 1.94, atom 2 (Br): -0.19, atom 3 (C): 0.12, atom 4 (C): -0.61, atom 5 (C): -0.25, atom 6 (C): 0.02